A structure of composition C27H42Br39N4O in a non-equilibrium geometry. Source: OMol25; level of theory: ωB97M-V/def2-TZVPD.

Properties
Multiplicity   1
Net charge   +1
Electronic energy   -2768325.927 eV
HOMO-LUMO gap   8.19 eV

Cartesian coordinates (Å):
C: 3.80 2.39 1.71
C: 3.87 3.98 1.33
C: 3.39 4.33 -0.23
C: 2.30 3.19 -0.67
C: 1.41 3.55 -2.00
C: -0.21 3.32 -1.68
C: -0.71 1.77 -1.86
C: -0.23 0.76 -0.65
N: -0.68 -0.68 -0.82
N: 0.08 -1.64 -1.48
C: -0.63 -2.98 -1.43
N: -0.16 -4.17 -1.94
N: -1.96 -2.77 -0.67
C: -1.95 -1.30 -0.29
C: -3.20 -0.69 0.58
C: -3.74 0.78 0.09
C: -4.71 1.34 1.33
C: -4.77 2.98 1.20
O: -3.54 3.64 1.69
H: 2.67 2.05 1.92
H: 4.16 1.67 0.83
H: 4.40 2.15 2.69
H: 3.14 4.54 2.09
H: 5.00 4.31 1.49
H: 2.97 5.42 -0.27
H: 4.37 4.32 -0.89
H: 2.84 2.15 -0.91
H: 1.52 2.99 0.21
H: 1.67 2.73 -2.84
H: 1.64 4.59 -2.48
H: -0.52 3.72 -0.62
H: -0.79 4.00 -2.47
H: -1.88 1.81 -2.02
H: -0.25 1.33 -2.85
H: 0.96 0.74 -0.70
H: -0.47 1.20 0.44
H: 1.00 -1.36 -1.88
H: 0.54 -4.70 -1.35
H: -0.41 -4.58 -2.87
H: -4.09 -1.46 0.47
H: -2.91 -0.62 1.73
H: -2.88 1.58 -0.06
H: -4.47 0.73 -0.85
H: -5.77 0.81 1.34
H: -4.15 1.07 2.34
H: -4.97 3.24 0.08
H: -5.68 3.37 1.84
H: -3.30 4.38 1.05
C: -0.60 -1.64 4.11
Br: -0.60 -1.67 2.17
Br: -1.88 -2.90 4.86
Br: 1.18 -1.90 4.84
H: -0.93 -0.64 4.41
C: 2.72 -7.53 -0.82
Br: 2.30 -5.92 0.20
Br: 1.47 -7.80 -2.29
Br: 4.57 -7.54 -1.44
H: 2.61 -8.38 -0.14
C: 5.80 4.41 -4.05
Br: 4.04 3.58 -4.06
Br: 5.71 6.30 -4.49
Br: 6.73 4.10 -2.37
H: 6.38 3.92 -4.83
C: 8.69 1.33 -0.36
Br: 10.57 0.85 -0.48
Br: 7.64 -0.08 0.48
Br: 8.44 3.05 0.52
H: 8.32 1.44 -1.38
C: 8.32 7.37 -7.48
Br: 8.39 5.47 -7.06
Br: 8.99 8.46 -6.01
Br: 9.21 7.78 -9.15
H: 7.26 7.63 -7.61
C: -3.58 -6.01 -3.89
Br: -4.00 -4.41 -2.88
Br: -4.83 -6.29 -5.36
Br: -1.73 -6.02 -4.51
H: -3.69 -6.86 -3.21
C: -9.21 -6.30 -6.16
Br: -7.91 -6.71 -7.56
Br: -10.56 -5.05 -6.78
Br: -10.00 -7.91 -5.42
H: -8.66 -5.80 -5.35
C: -2.40 1.46 6.99
Br: -2.40 1.43 5.05
Br: -3.68 0.20 7.74
Br: -0.61 1.20 7.72
H: -2.72 2.46 7.29
C: -4.12 -9.62 -8.38
Br: -4.77 -8.19 -9.53
Br: -2.62 -9.04 -7.29
Br: -5.55 -10.39 -7.31
H: -3.75 -10.41 -9.04
C: -2.09 -3.45 9.33
Br: -0.76 -2.43 8.34
Br: -3.75 -3.63 8.33
Br: -1.40 -5.18 9.90
H: -2.32 -2.89 10.24
C: 0.03 4.43 4.85
Br: -0.39 6.03 5.86
Br: -1.23 4.15 3.38
Br: 1.87 4.42 4.23
H: -0.09 3.58 5.53
C: 5.70 7.87 2.67
Br: 5.70 7.83 0.72
Br: 4.42 6.60 3.41
Br: 7.49 7.60 3.40
H: 5.38 8.87 2.97
C: -6.00 -6.24 5.39
Br: -4.12 -6.72 5.27
Br: -7.06 -7.64 6.23
Br: -6.25 -4.52 6.27
H: -6.37 -6.13 4.37